Formula: C4H12N2O2
Source: the Open Molecules 2025 dataset
Level of theory: ωB97M-V with the def2-TZVPD basis set

Each line ends with the natural charge from an NBO analysis.
Cartesian coordinates (Å):
C -0.2015 2.0937 0.1168  -0.619
C -0.8023 1.0492 -0.8085  -0.218
N 0.0948 0.0003 -1.2782  -0.638
C 0.6676 -0.9606 -0.3332  0.061
C 1.7633 -0.4097 0.5812  -0.630
N -0.3261 -1.7720 0.4025  0.073
O -1.3282 -2.2160 -0.5483  -0.588
O -0.9901 -0.9463 1.3890  -0.618
H -0.8707 2.9590 0.1794  0.212
H 0.7660 2.4491 -0.2511  0.211
H -0.0817 1.7150 1.1338  0.205
H -1.1374 1.5833 -1.7069  0.191
H -1.7161 0.6358 -0.3705  0.159
H -0.4186 -0.5678 -1.9519  0.372
H 1.1962 -1.6819 -0.9716  0.207
H 1.3811 0.2121 1.3928  0.213
H 2.3154 -1.2354 1.0464  0.217
H 2.4881 0.1795 0.0085  0.232
H -2.0928 -1.6971 -0.2411  0.470
H -0.7072 -1.3902 2.2109  0.488

Results
Energy: -419.4786 Eh
HOMO: -8.64 eV
SMILES string: CCN[C@@H](C)N(O)O
Strongest force on any atom: 1.52 eV Å⁻¹
Gap between HOMO and LUMO: 9.43 eV

Formula: C4H11NO2
Source: the Open Molecules 2025 dataset
Level of theory: ωB97M-V with the def2-TZVPD basis set

Each line ends with the natural charge from an NBO analysis.
Cartesian coordinates (Å):
C 1.7782 1.4541 1.4566  -0.603
C 0.9251 1.5334 0.1837  -0.395
C 0.3460 0.1421 -0.1889  -0.509
C -0.5988 -0.0580 -1.3404  0.679
N -0.7258 0.9583 -2.2628  -0.850
O -1.1742 -1.1209 -1.3993  -0.603
H 1.0859 1.1100 2.2528  0.204
H 2.2053 2.4410 1.6371  0.212
H 2.5775 0.7159 1.3634  0.208
H 0.0260 2.1434 0.2728  0.201
H 1.5781 1.9262 -0.6085  0.185
H 1.1922 -0.5460 -0.2947  0.228
H -0.1530 -0.2274 0.7075  0.234
H -0.0762 1.6921 -2.4592  0.406
H -1.4909 0.7365 -2.8807  0.401
O -0.6640 -2.5824 2.5018  -0.933
H -1.2808 -1.9644 2.9298  0.466
H -0.7939 -3.4095 2.9938  0.468

Results
Energy: -364.2499 Eh
HOMO: -9.57 eV
SMILES string: CCCC(N)=O.O
Strongest force on any atom: 1.82 eV Å⁻¹
Gap between HOMO and LUMO: 10.39 eV

Formula: CH2INO2
Source: the Open Molecules 2025 dataset
Level of theory: ωB97M-V with the def2-TZVPD basis set

Each line ends with the natural charge from an NBO analysis.
Cartesian coordinates (Å):
C -1.1539 -0.4327 -0.0613  0.409
N 0.6657 0.6480 0.3723  -0.298
O -0.9692 -1.5003 -0.4581  -0.497
O 1.7050 0.0613 -0.3306  -0.553
I -2.9106 0.4257 0.5767  0.141
H 0.5118 1.4042 -0.3530  0.325
H 2.1512 -0.6063 0.2541  0.473

Results
Energy: -542.0915 Eh
HOMO (spin up / spin down): -8.29 / -8.85 eV
Strongest force on any atom: 3.35 eV Å⁻¹
Gap between HOMO and LUMO (spin up / spin down): 7.84 / 8.14 eV

Formula: C3H4S
Source: the Open Molecules 2025 dataset
Level of theory: ωB97M-V with the def2-TZVPD basis set

Each line ends with the natural charge from an NBO analysis.
Cartesian coordinates (Å):
C 1.2211 0.4392 -0.2742  -0.598
C -0.5065 -0.1180 -0.0234  -0.072
C -1.3652 -0.8655 0.5712  -0.271
S -2.0640 0.3264 -0.7889  -0.002
H 1.2440 1.0466 -1.2096  0.237
H 1.8851 -0.4576 -0.5044  0.234
H 1.2340 0.8659 0.7731  0.248
H -1.6485 -1.2370 1.4561  0.224

Results
Energy: -514.7402 Eh
HOMO: -7.70 eV
SMILES string: CC1=CS1
Strongest force on any atom: 4.25 eV Å⁻¹
Gap between HOMO and LUMO: 8.51 eV

Formula: C57H62MnN5OSSi
Source: the Open Molecules 2025 dataset
Level of theory: ωB97M-V with the def2-TZVPD basis set

Each line ends with the Löwdin spin population.
Cartesian coordinates (Å):
Mn 0.4441 -0.3447 -0.4291  1.053
C 2.0744 4.6314 -3.9055  -0.001
C 0.6751 4.5349 -3.2810  -0.002
C 0.2892 3.1214 -2.9702  -0.009
C -0.4650 2.2755 -3.7120  0.007
C -1.2331 2.5748 -4.9656  0.001
C -2.7120 2.8745 -4.6701  0.001
C -0.4824 1.0066 -2.9936  -0.012
C -1.1325 -0.1418 -3.4304  0.000
C -1.1366 -1.3802 -2.8076  -0.012
C -1.7796 -2.5745 -3.3446  0.007
C -2.5129 -2.6541 -4.6474  0.001
C -1.5690 -2.8198 -5.8478  0.001
C -1.5322 -3.5678 -2.4590  -0.008
C -0.7456 -2.9688 -1.3887  0.007
C -0.2825 -3.6534 -0.2765  -0.009
C 0.5046 -3.1390 0.7451  0.007
N 0.9702 -1.8716 0.7999  -0.005
C 1.7083 -1.7838 1.9299  -0.012
C 2.3905 -0.6534 2.3474  0.001
C 2.3770 0.5926 1.7412  -0.012
N 1.6961 0.8808 0.6064  -0.003
C 1.9045 2.1995 0.3688  0.007
C 1.4703 2.8840 -0.7577  -0.010
C 0.7185 2.3664 -1.8017  0.007
N 0.2371 1.1013 -1.8516  -0.005
C 2.7413 2.7820 1.4036  -0.009
C 3.0394 1.7761 2.2609  0.007
C 3.9188 1.8552 3.4763  0.002
C 3.2916 2.6269 4.6523  0.001
C 3.1824 4.2114 1.4549  -0.002
C 4.4795 4.4551 0.6712  -0.001
C 1.7142 -3.0551 2.6387  0.007
C 0.9606 -3.9026 1.9008  -0.008
C 0.6625 -5.3476 2.1547  -0.002
C 1.6021 -6.2866 1.3837  -0.001
C 2.3991 -3.3137 3.9435  0.001
C 3.8947 -3.6145 3.7891  0.001
N -0.5205 -1.6589 -1.6371  -0.006
C -1.9157 -5.0128 -2.5532  -0.002
C -0.7748 -5.8931 -3.0822  -0.001
H 2.3324 5.6663 -4.1519  0.000
H 2.1240 4.0347 -4.8205  0.000
H 2.8295 4.2444 -3.2148  0.000
H -0.0570 4.9737 -3.9625  0.000
H 0.6486 5.1344 -2.3657  0.000
H -1.1621 1.7292 -5.6545  0.000
H -0.7848 3.4316 -5.4753  0.000
H -3.1854 2.0169 -4.1852  0.000
H -3.2685 3.1099 -5.5821  0.000
H -2.7935 3.7209 -3.9836  0.000
H -1.6856 -0.0668 -4.3622  0.000
H -3.1134 -1.7516 -4.7856  0.000
H -3.2117 -3.4928 -4.6214  0.000
H -0.8621 -1.9882 -5.8967  0.000
H -2.1241 -2.8585 -6.7896  0.000
H -0.9898 -3.7416 -5.7533  0.000
H -0.5663 -4.6983 -0.1999  -0.001
H 2.9680 -0.7458 3.2607  0.000
H 1.7446 3.9324 -0.8246  -0.001
H 4.8632 2.3265 3.1941  0.000
H 4.1709 0.8488 3.8103  0.000
H 2.6526 3.4361 4.2978  0.000
H 4.0601 3.0569 5.2993  0.000
H 2.6661 1.9724 5.2640  0.000
H 3.3312 4.5205 2.4907  0.000
H 2.3928 4.8491 1.0536  0.000
H 5.2888 3.8302 1.0586  0.000
H 4.7916 5.5001 0.7456  0.000
H 4.3457 4.2093 -0.3853  0.000
H -0.3719 -5.5639 1.8759  0.000
H 0.7476 -5.5554 3.2237  0.000
H 1.5203 -6.1141 0.3073  0.000
H 1.3663 -7.3370 1.5821  0.000
H 2.6410 -6.1067 1.6715  0.000
H 1.9144 -4.1549 4.4430  0.000
H 2.2690 -2.4469 4.5970  0.000
H 4.0473 -4.5082 3.1804  0.000
H 4.3634 -3.7812 4.7628  0.000
H 4.4093 -2.7858 3.2982  0.000
H -2.7828 -5.1153 -3.2089  0.000
H -2.2216 -5.3782 -1.5693  0.000
H -0.4641 -5.5610 -4.0760  0.000
H -1.0782 -6.9426 -3.1506  0.000
H 0.0955 -5.8306 -2.4226  0.000
S 4.2488 -2.4190 -2.6118  0.000
C 4.5687 -0.7532 -2.3579  0.000
C 3.4478 -0.1416 -1.9086  0.000
N 2.3554 -0.9673 -1.7674  -0.005
C 2.6274 -2.1832 -2.0938  0.001
H 5.5435 -0.3284 -2.5511  0.000
H 3.3480 0.9101 -1.6654  0.000
H 1.9116 -2.9999 -2.0470  0.000
O -1.2874 0.0685 0.5665  0.013
Si -2.3145 0.6970 1.5725  0.003
C -4.0883 0.3520 0.9712  0.000
C -4.2712 0.6295 -0.3940  0.000
C -5.5029 0.4784 -1.0168  0.000
C -6.6038 0.0414 -0.2864  0.000
C -6.4526 -0.2440 1.0636  0.000
C -5.2108 -0.0896 1.6792  0.000
C -2.2201 2.5915 1.5428  0.000
C -1.6867 3.1967 0.4002  0.000
C -1.5739 4.5814 0.3000  0.000
C -1.9983 5.3924 1.3482  0.000
C -2.5330 4.8098 2.4938  0.000
C -2.6369 3.4252 2.5850  0.000
C -1.9325 0.1956 3.3662  0.001
C -2.7266 -0.5167 4.2746  0.000
C -2.2323 -0.9362 5.5091  0.000
C -0.9179 -0.6615 5.8627  0.000
C -0.1116 0.0544 4.9841  0.000
C -0.6170 0.4822 3.7633  0.000
H -3.4137 0.9598 -0.9797  0.000
H -5.6040 0.6980 -2.0755  0.000
H -7.5701 -0.0745 -0.7661  0.000
H -7.3025 -0.5900 1.6428  0.000
H -5.1431 -0.3168 2.7331  0.000
H -1.3454 2.5604 -0.4145  0.000
H -1.1470 5.0243 -0.5970  0.000
H -1.9091 6.4720 1.2780  0.000
H -2.8679 5.4356 3.3138  0.000
H -3.0443 2.9847 3.4932  0.000
H -3.7471 -0.7715 4.0284  0.000
H -2.8753 -1.4826 6.1899  0.000
H -0.5217 -1.0085 6.8118  0.000
H 0.9227 0.2655 5.2442  0.000
H 0.0229 1.0467 3.0842  0.000

Results
Energy: -4397.1952 Eh
HOMO (spin up / spin down): -3.82 / -3.33 eV
Strongest force on any atom: 0.88 eV Å⁻¹
⟨S²⟩: 0.92
Gap between HOMO and LUMO (spin up / spin down): 5.92 / 5.34 eV
Spin multiplicity: 2
Net charge: -1

Formula: C5H7CuO4
Source: the Open Molecules 2025 dataset
Level of theory: ωB97M-V with the def2-TZVPD basis set

Each line ends with the Löwdin spin population.
Cartesian coordinates (Å):
O 0.9215 2.0562 -0.0638  -0.001
Cu -0.2742 0.5149 0.5141  0.006
C 1.4965 3.1411 0.0051  0.000
C 2.6252 3.4063 0.9339  0.000
H 3.3846 2.6224 0.7887  0.000
H 1.3617 3.8646 -0.8241  0.000
H 2.0533 3.6676 1.8682  0.000
H 3.1431 4.3270 0.6243  0.000
C 2.3156 0.2168 1.9904  0.087
C 2.2059 -0.8563 1.2192  0.666
O 1.7198 -2.0803 1.4826  0.158
C 0.5885 -2.4525 0.8529  0.027
O -0.2289 -1.6745 0.4208  0.012
O 0.4882 -3.7513 0.8994  0.013
H 3.1278 0.9133 1.7816  0.008
H 1.7834 0.2862 2.9455  0.024
H -0.4014 -4.0305 0.6389  0.000

Results
Energy: -2135.7909 Eh
HOMO (spin up / spin down): -13.16 / -13.70 eV
Strongest force on any atom: 2.41 eV Å⁻¹
⟨S²⟩: 0.76
Gap between HOMO and LUMO (spin up / spin down): 9.05 / 9.21 eV
Spin multiplicity: 2
Net charge: +1